A structure of composition CO4P, computed with the ωB97M-V functional and the def2-TZVPD basis.

```
6
Properties=species:S:1:pos:R:3:forces:R:3:nbo_charge:R:1
C -1.449 -0.244 0.057 -0.3 0.2 -5.0 1.0616
O 2.869 0.092 0.280 2.3 -0.5 0.7 -1.1206
O -1.765 -0.026 1.126 -0.4 0.5 5.0 -0.5992
O -1.791 -0.389 -1.073 0.4 -0.6 -0.4 -0.6490
O 0.428 -0.138 -0.050 1.2 0.9 -0.2 -1.1272
P 1.708 0.706 -0.339 -3.2 -0.6 -0.2 1.4344
```
Positions in Å, forces in eV/Å.

## Properties
total energy	-680.564558	Ha
net charge	-1
highest occupied orbital energy	-5.01	eV
spin multiplicity	1
energy above the lowest of the compared OMol25 structures with the same formula, charge and spin	12.84	kcal per mole
E_LUMO	4.14	eV
gap between HOMO and LUMO	9.14	eV

***

A structure of composition C30H67B2CaClCs2F7IMgN3O14S3Si2, computed with the ωB97M-V functional and the def2-TZVPD basis.

```
134
Properties=species:S:1:pos:R:3:forces:R:3:lowdin_charge:R:1
C -4.693 -0.902 1.396 0.5 -0.4 -0.8 -0.0600
C -3.491 -1.804 1.696 -0.4 1.4 0.0 -0.2476
O -2.723 -1.861 0.497 0.0 -0.5 -0.3 -0.2040
C -1.905 -2.991 0.387 0.2 -0.7 0.6 -0.2840
C -0.525 -2.871 1.047 -0.7 -0.2 -1.1 -0.1467
C 0.402 -1.780 0.482 1.8 -1.3 2.7 -0.7087
I -0.240 -0.695 -1.290 -0.4 0.2 0.2 1.2068
O 0.711 -1.012 1.615 -0.2 0.9 0.0 -0.0245
B 1.979 -0.270 1.430 -0.8 -0.8 -1.4 -0.8107
C 1.511 1.303 1.318 -0.4 0.6 0.7 -0.0521
C 0.680 1.606 2.604 1.2 0.2 -0.1 -0.2594
C 0.858 3.061 3.017 -0.7 -0.5 -0.5 -0.5473
Cl 0.351 3.341 4.730 0.2 -0.1 -0.1 0.5723
C 3.183 -0.566 2.552 0.4 0.6 0.3 -0.0399
C 3.899 0.664 3.095 0.2 -0.8 0.5 -0.1939
C 4.842 0.306 4.263 -0.7 0.1 -0.3 -0.2240
C 4.132 -0.299 5.437 0.3 -0.4 0.4 -0.4579
O 2.919 -0.309 5.566 8.4 1.2 -4.4 -0.6417
O 4.826 -0.834 6.436 0.4 0.4 -0.1 0.0070
C 5.395 -2.121 6.037 -0.7 -0.2 0.1 -0.1548
C 4.282 -3.190 6.124 0.9 0.3 0.2 -0.2385
O 2.489 -0.929 0.198 0.8 -0.2 0.3 -0.0182
C 1.897 -2.171 0.083 -1.5 0.8 -1.6 -0.6581
S 2.612 -3.577 1.031 -0.2 -0.4 0.7 0.9085
H -4.981 -1.116 0.363 -0.3 -0.1 0.1 0.0747
H -4.377 0.135 1.405 -0.2 0.1 0.3 0.0678
H -5.530 -1.096 2.057 0.0 0.2 0.2 0.0753
H -2.898 -1.291 2.458 0.0 -0.4 0.3 0.1156
H -3.841 -2.781 2.038 0.3 -0.2 -0.1 0.1156
H -1.774 -3.293 -0.653 -0.1 0.4 -0.2 0.1028
H -2.402 -3.846 0.867 0.0 0.0 0.0 0.1178
H -0.064 -3.858 0.961 0.2 0.1 -0.2 0.0921
H -0.629 -2.700 2.113 -0.1 0.3 0.0 0.1211
H 2.334 2.026 1.250 0.1 -0.2 -0.1 0.0982
H 0.841 1.487 0.478 0.3 -0.3 -0.3 0.0655
H 1.157 1.031 3.392 -0.3 -0.4 0.5 0.0602
H -0.360 1.314 2.509 -0.1 0.0 0.1 0.1222
H 0.221 3.678 2.390 0.1 0.3 0.1 0.0847
H 1.900 3.340 2.914 0.0 0.3 0.2 0.0608
H 3.954 -1.151 2.058 -0.1 -0.2 -0.1 0.0957
H 2.764 -1.206 3.332 -0.2 0.1 0.0 0.1090
H 4.551 1.048 2.300 -0.2 0.4 -0.1 0.0912
H 3.242 1.451 3.459 -0.1 0.1 -0.2 0.1058
H 5.660 -0.358 3.927 -0.5 -0.1 0.3 0.0258
H 5.261 1.256 4.641 0.1 -0.2 0.3 0.0514
H 5.768 -2.047 5.023 0.1 -0.1 0.2 0.0880
H 6.194 -2.354 6.730 0.2 0.3 0.0 0.1314
H 4.608 -4.003 6.865 1.0 5.1 -3.1 -0.2579
H 3.322 -2.762 6.499 0.6 -0.2 -0.1 0.0673
H 4.133 -3.603 5.106 0.0 -0.2 0.6 0.1057
H 1.822 -2.496 -0.953 0.7 0.0 -0.1 0.0711
H 3.766 -3.149 1.578 0.3 0.1 -0.2 -0.1516
Cs 1.086 -0.422 6.459 -9.6 -0.3 4.2 1.3449
N 8.717 -3.361 5.378 -0.4 -0.4 0.1 -0.2971
S 10.071 -4.059 5.848 2.2 0.1 0.9 0.4864
O 10.746 -4.824 4.858 -0.5 0.0 -0.3 -0.2634
O 10.075 -4.553 7.188 -0.6 0.1 -0.1 -0.2826
F 10.962 -2.748 5.951 -0.5 0.2 -0.1 -0.1882
S 7.564 -4.376 5.084 -0.9 -0.6 -1.7 0.4701
O 6.470 -3.775 4.370 1.0 0.3 1.0 -0.3486
O 7.174 -5.265 6.149 -0.2 0.1 0.7 -0.3273
F 8.184 -5.342 4.019 0.0 -0.1 0.1 -0.1395
Mg 7.144 1.126 3.375 1.0 0.3 -0.5 0.8024
F 5.413 -4.230 2.308 -1.0 0.4 -0.5 -0.5051
C -0.782 8.540 9.628 0.0 -1.6 0.3 -0.1619
O -2.015 7.903 9.886 0.1 1.0 -0.2 -0.1595
C -3.032 8.135 8.893 -0.6 -1.1 0.9 -0.2643
C -3.303 6.899 8.081 0.4 -0.2 -0.4 -0.1930
N -2.173 6.606 7.214 0.0 0.4 0.2 -0.0457
C -2.245 5.291 6.557 0.2 0.0 -0.2 -0.1704
C -2.236 4.050 7.435 -0.1 -0.4 -0.2 -0.1970
O -1.004 3.800 8.115 -0.1 0.2 0.0 -0.1871
C -0.822 4.473 9.338 0.1 -0.1 -0.2 -0.1107
H -0.150 8.436 10.505 0.0 0.1 0.0 0.1304
H -0.267 8.081 8.775 0.1 0.3 -0.1 0.1120
H -0.918 9.604 9.446 2.7 -1.9 2.4 -0.1179
H -2.779 8.969 8.230 -0.9 -1.9 -0.7 -0.0414
H -3.942 8.410 9.436 0.1 0.2 0.0 0.1438
H -4.197 7.059 7.473 0.0 0.0 0.0 0.1435
H -3.511 6.080 8.781 -0.2 0.2 0.2 0.1254
H -1.321 6.640 7.759 0.0 -0.2 0.0 0.0633
H -1.387 5.230 5.888 0.0 0.0 -0.1 0.0816
H -3.137 5.267 5.926 0.0 -0.1 0.0 0.1377
H -2.377 3.199 6.763 -0.1 0.1 0.0 0.1082
H -3.075 4.020 8.140 0.1 0.1 0.1 0.1223
H -1.765 4.629 9.870 0.0 0.1 0.0 0.0905
H -0.312 5.435 9.184 -0.1 0.1 0.1 0.0677
H -0.171 3.863 9.965 0.0 0.0 0.0 0.0891
C -1.463 -0.711 -4.629 -0.1 0.0 0.2 -0.0865
O -1.273 -0.162 -5.937 0.0 0.0 0.0 0.0068
C -0.483 -0.891 -6.723 -0.1 0.1 0.0 -0.6215
O 0.054 -1.925 -6.427 0.0 0.0 0.0 0.1312
O -0.390 -0.273 -7.905 0.0 0.1 0.0 -0.0094
C 0.433 -0.951 -8.852 0.1 -0.1 -0.2 -0.0550
H -2.119 -0.035 -4.087 0.0 0.1 -0.2 0.0879
H -1.939 -1.688 -4.687 0.1 -0.1 0.0 0.1023
H -0.515 -0.782 -4.100 0.0 -0.1 -0.2 0.0018
H 0.032 -1.940 -9.071 0.1 -0.1 0.1 0.0927
H 1.456 -1.029 -8.488 0.0 -0.1 0.1 0.0989
H 0.429 -0.361 -9.765 -0.1 0.1 0.1 0.0919
Ca -1.919 10.521 8.524 -1.6 4.9 -2.2 1.2746
B -4.181 1.578 4.096 -0.2 -0.1 -0.3 -1.2582
F -3.188 1.588 3.090 0.1 0.0 0.0 0.0744
F -3.587 1.989 5.313 0.2 0.2 0.4 0.0652
F -5.213 2.463 3.760 0.1 0.0 0.0 0.0924
F -4.687 0.277 4.252 0.1 0.0 0.1 0.0926
C -1.267 -4.621 -14.460 -0.2 0.2 0.1 -0.1891
Si -2.626 -3.374 -14.138 0.8 -0.8 -0.4 0.3512
C -4.253 -4.188 -14.616 -0.4 0.1 0.2 -0.1562
C -2.317 -1.907 -15.275 -0.1 0.4 0.2 -0.1563
N -2.588 -2.921 -12.452 -0.7 0.5 -0.6 -0.0086
Si -3.680 -1.782 -11.707 0.1 0.2 1.2 0.3543
C -5.473 -2.343 -11.804 -0.1 -0.3 -0.4 -0.1540
C -3.537 -0.062 -12.459 0.1 0.0 -0.5 -0.1528
C -3.246 -1.632 -9.894 0.0 -0.1 -0.2 -0.1736
H -1.273 -4.918 -15.511 0.0 0.0 0.0 0.0326
H -0.288 -4.195 -14.232 0.0 0.0 0.0 0.0314
H -1.407 -5.515 -13.851 0.1 0.0 0.0 0.0319
H -4.144 -4.645 -15.602 0.2 0.0 0.0 0.0432
H -5.070 -3.469 -14.673 0.0 0.0 0.0 0.0237
H -4.526 -4.970 -13.908 0.0 0.0 0.0 0.0387
H -1.440 -1.342 -14.959 0.0 0.0 0.0 0.0381
H -3.172 -1.231 -15.312 0.0 0.0 0.0 0.0234
H -2.139 -2.276 -16.287 0.0 -0.2 0.1 0.0432
H -5.875 -2.253 -12.813 0.0 0.0 0.0 0.0236
H -6.076 -1.713 -11.147 0.1 0.1 0.1 0.0437
H -5.580 -3.378 -11.478 0.0 0.0 0.0 0.0389
H -2.495 0.254 -12.520 0.0 0.0 0.0 0.0373
H -4.073 0.646 -11.825 0.0 -0.1 0.1 0.0442
H -3.974 -0.014 -13.456 0.0 0.0 0.0 0.0235
H -2.223 -1.277 -9.765 0.0 0.0 0.1 0.0086
H -3.346 -2.594 -9.389 0.0 0.0 0.0 0.0398
H -3.915 -0.920 -9.407 0.0 0.0 0.0 0.0406
Cs 3.844 -5.573 7.442 -1.5 -5.3 1.8 1.3485
```
Positions in Å, forces in eV/Å.

## Properties
total energy	-6598.396401	Ha
net charge	+1
highest occupied orbital energy	-7.52	eV
spin multiplicity	1
energy above the lowest of the compared OMol25 structures with the same formula, charge and spin	77.33	kcal per mole
E_LUMO	-6.88	eV
gap between HOMO and LUMO	0.65	eV